Entry 1:
C20H26N5O3Pt | ωB97M-V/def2-TZVPD

Each line ends with the Mulliken charge.
Positions of all 55 atoms, in Å:
Pt (-0.569, 0.711, 0.905)  0.7944
N (-2.544, -0.333, 0.523)  -0.6245
C (-3.021, 0.267, -0.747)  -0.2976
C (-2.720, 1.760, -0.800)  0.5249
O (-3.465, 2.525, -1.385)  -0.6940
N (-1.552, 2.115, -0.182)  0.4861
C (-1.223, 3.443, -0.086)  -1.1656
C (-1.881, 3.744, 3.019)  0.7677
O (-2.227, 4.823, 2.819)  -0.3546
O (-1.529, 2.650, 3.211)  -0.4269
H (-3.191, -0.132, 1.279)  0.3154
H (-2.469, -1.342, 0.442)  0.2508
H (-2.491, -0.226, -1.565)  -0.1043
H (-4.090, 0.127, -0.892)  0.4578
H (-0.234, 3.700, 0.262)  0.4504
H (-1.864, 4.177, -0.552)  0.3141
C (-0.576, -0.744, 3.547)  -0.9755
N (0.400, -0.483, 2.462)  0.6193
C (1.514, 0.347, 2.996)  -0.9668
C (0.944, -1.716, 1.910)  1.1021
C (1.450, -2.714, 2.715)  -0.5464
C (2.030, -3.844, 2.146)  -0.8948
C (2.132, -3.962, 0.763)  -0.9516
C (1.632, -2.976, -0.058)  -0.6137
C (0.994, -1.847, 0.499)  -0.2260
N (0.454, -0.838, -0.228)  0.1606
C (0.240, -0.890, -1.598)  -0.3082
C (-0.377, -2.001, -2.191)  -0.4373
C (-0.829, -1.930, -3.492)  -0.8965
C (-0.653, -0.753, -4.214)  -0.8266
C (-0.004, 0.336, -3.656)  -0.1919
C (0.481, 0.284, -2.350)  0.2015
N (1.188, 1.330, -1.745)  0.6166
C (1.111, 2.618, -2.422)  -1.5289
C (2.569, 1.022, -1.367)  -1.0247
H (-0.095, -1.198, 4.415)  0.4083
H (-1.351, -1.414, 3.178)  0.3633
H (-1.020, 0.202, 3.845)  0.2537
H (2.029, -0.177, 3.805)  0.3881
H (1.102, 1.282, 3.372)  0.3469
H (2.222, 0.555, 2.195)  0.3228
H (1.414, -2.621, 3.792)  0.4117
H (2.424, -4.621, 2.787)  0.4256
H (2.617, -4.826, 0.330)  0.4364
H (1.737, -3.048, -1.131)  0.5733
H (-0.567, -2.883, -1.593)  0.5324
H (-1.337, -2.774, -3.936)  0.4150
H (-1.015, -0.687, -5.232)  0.4284
H (0.137, 1.227, -4.249)  0.4726
H (1.676, 2.629, -3.363)  0.3978
H (1.537, 3.378, -1.769)  0.3655
H (0.072, 2.877, -2.618)  0.4847
H (3.221, 0.985, -2.248)  0.3196
H (2.635, 0.067, -0.850)  0.2572
H (2.937, 1.802, -0.701)  0.3909

Spin multiplicity: 5
Energy in eV: -37993.428
HOMO (alpha / beta) in eV: -9.07 / -11.22
ΔE to the lowest compared entry with this formula, charge and spin in eV: 0.000
Total charge: +1
<S²>: 6.056

***

Entry 2:
CH6N5S | ωB97M-V/def2-TZVPD

Each line ends with the Mulliken charge.
Positions of all 13 atoms, in Å:
C (-2.282, 0.404, 0.074)  0.7067
N (-0.181, 0.483, -0.094)  -0.9905
N (-2.426, 1.661, 0.316)  -0.2862
N (1.905, -0.210, -0.549)  -0.6518
N (0.652, -1.556, 0.745)  -0.5536
N (0.627, -0.391, 0.059)  1.3323
S (-2.843, -0.996, -0.232)  -0.1616
H (-1.853, 2.404, 0.074)  0.2503
H (-3.284, 2.029, 0.546)  0.2473
H (1.932, 0.811, -0.816)  0.3173
H (2.657, -0.533, 0.099)  0.3126
H (-0.068, -1.880, 1.273)  0.2109
H (1.204, -2.281, 0.452)  0.2663

Energy in eV: -19408.579
HOMO in eV: -13.40
ΔE to the lowest compared entry with this formula, charge and spin in eV: 1.620
Total charge: +1

***

Entry 3:
C29H74O13 | ωB97M-V/def2-TZVPD

Each line ends with the Mulliken charge.
Positions of all 116 atoms, in Å:
C (9.957, 15.482, 13.827)  -0.9570
C (8.866, 16.246, 13.205)  0.5863
C (8.489, 15.651, 11.882)  -0.8594
O (7.660, 16.168, 13.983)  -0.5763
H (10.820, 15.465, 13.165)  -0.0741
H (9.628, 14.470, 13.975)  0.4445
H (10.225, 15.886, 14.794)  0.5335
H (9.141, 17.295, 13.066)  0.1789
H (9.345, 15.692, 11.210)  0.2882
H (7.590, 16.097, 11.465)  0.3858
H (8.285, 14.584, 12.027)  -0.1690
H (7.792, 16.619, 14.816)  0.3199
C (11.720, 12.838, 11.673)  -0.9510
C (11.842, 11.471, 12.363)  2.2774
C (10.976, 10.436, 11.737)  -0.9342
O (13.265, 10.989, 12.353)  0.0793
H (12.286, 13.631, 12.156)  0.2334
H (10.698, 13.229, 11.705)  0.3460
H (11.999, 12.807, 10.616)  -0.1302
H (11.637, 11.603, 13.421)  -1.2570
H (9.909, 10.669, 11.689)  0.1248
H (11.115, 9.461, 12.195)  0.3342
H (11.404, 10.425, 10.737)  -0.0181
H (13.597, 11.075, 11.445)  -0.2144
C (14.538, 18.089, 11.125)  -1.3687
C (13.461, 17.470, 11.967)  1.2972
C (12.378, 18.409, 12.422)  -1.4495
O (12.779, 16.450, 11.227)  -0.5088
H (14.102, 18.627, 10.249)  0.3019
H (15.210, 17.374, 10.639)  0.2540
H (15.096, 18.846, 11.676)  0.3848
H (13.911, 17.020, 12.840)  -0.0796
H (12.859, 19.208, 12.978)  0.4332
H (11.649, 17.986, 13.095)  0.1879
H (11.899, 18.851, 11.554)  0.3591
H (13.422, 15.717, 11.176)  0.0829
C (9.966, 10.658, 19.067)  -0.8707
O (9.622, 10.640, 17.672)  -0.3416
C (10.341, 9.727, 16.905)  -0.5794
C (9.886, 9.800, 15.468)  0.2220
O (8.571, 9.306, 15.301)  -0.4721
C (8.100, 9.443, 13.978)  -0.3431
H (9.436, 9.936, 19.687)  0.3102
H (9.839, 11.692, 19.317)  0.2913
H (10.998, 10.374, 19.206)  0.3449
H (10.286, 8.714, 17.297)  0.4199
H (11.414, 10.008, 16.938)  0.2850
H (10.590, 9.171, 14.890)  0.2171
H (10.000, 10.814, 15.054)  -0.1341
H (8.185, 10.490, 13.692)  0.0892
H (7.111, 9.010, 13.965)  0.3474
H (8.695, 8.859, 13.278)  0.1931
C (9.456, 7.298, 10.380)  -0.6017
O (8.370, 8.103, 10.849)  -0.2770
C (7.838, 8.904, 9.866)  -0.3878
C (6.809, 9.811, 10.457)  -0.8683
O (7.393, 10.821, 11.249)  -0.0050
C (6.431, 11.755, 11.658)  -0.8491
H (9.127, 6.593, 9.596)  0.3889
H (9.646, 6.585, 11.148)  0.2641
H (10.300, 7.923, 10.073)  0.0907
H (7.401, 8.287, 9.065)  0.4487
H (8.610, 9.514, 9.368)  0.1881
H (6.094, 9.223, 11.050)  0.3653
H (6.264, 10.304, 9.650)  0.4528
H (5.911, 12.161, 10.760)  0.3454
H (6.880, 12.561, 12.237)  0.1410
H (5.692, 11.303, 12.336)  0.3456
C (12.494, 12.640, 16.303)  -0.3168
O (13.617, 12.393, 17.105)  -0.3614
C (14.854, 12.363, 16.457)  -0.5530
C (15.081, 11.312, 15.475)  0.3648
O (15.043, 10.044, 16.100)  -0.4361
C (15.060, 8.959, 15.256)  -0.5735
H (12.247, 11.856, 15.579)  -0.0984
H (12.690, 13.573, 15.736)  0.2893
H (11.592, 12.751, 16.899)  0.3258
H (15.617, 12.205, 17.250)  0.2185
H (14.916, 13.364, 15.992)  0.3194
H (15.982, 11.504, 14.901)  0.5225
H (14.356, 11.361, 14.674)  -0.4113
H (15.761, 9.198, 14.451)  0.2787
H (14.051, 8.775, 14.849)  0.1230
H (15.404, 8.099, 15.822)  0.3249
C (14.705, 8.487, 11.084)  -0.5998
O (14.502, 9.493, 10.121)  -0.2901
C (13.633, 9.151, 9.095)  0.1464
C (13.586, 10.192, 7.987)  -0.8107
O (12.835, 11.322, 8.344)  -0.0652
C (12.575, 12.286, 7.308)  -0.8979
H (15.097, 7.548, 10.686)  0.3873
H (13.732, 8.311, 11.570)  0.1971
H (15.391, 8.928, 11.820)  0.1290
H (12.611, 9.094, 9.497)  -0.3725
H (13.978, 8.218, 8.683)  0.5511
H (13.136, 9.694, 7.129)  0.4460
H (14.621, 10.459, 7.755)  0.3159
H (12.035, 11.825, 6.465)  0.2959
H (13.539, 12.689, 6.990)  0.3607
H (12.028, 13.092, 7.827)  0.2249
C (15.287, 14.143, 12.672)  -0.8369
O (15.065, 14.571, 11.327)  0.1031
C (15.685, 13.806, 10.362)  -0.4999
C (15.299, 14.254, 9.012)  -0.2659
O (15.696, 15.621, 8.802)  -0.3615
C (15.103, 16.250, 7.757)  -0.7643
H (14.926, 14.928, 13.313)  0.2477
H (16.328, 13.945, 12.904)  0.4386
H (14.692, 13.265, 12.853)  0.1347
H (15.429, 12.727, 10.329)  0.1743
H (16.784, 13.943, 10.435)  0.3240
H (14.236, 14.203, 8.784)  -0.0400
H (15.783, 13.643, 8.222)  0.5277
H (15.438, 15.779, 6.802)  0.3164
H (15.298, 17.316, 7.784)  0.2986
H (13.981, 16.262, 7.894)  0.2625

SMILES string: CC(C)O.CC(C)O.CC(C)O.COCCOC.COCCOC.COCCOC.COCCOC.COCCOC
Energy in eV: -57883.851
HOMO in eV: -9.23
ΔE to the lowest compared entry with this formula, charge and spin in eV: 4.259

***

- Which formula does entry 1 have?
  C20H26N5O3Pt

***

- The highest ΔE to the lowest compared entry with this formula, charge and spin belongs to which entry?
  C29H74O13

***

What did the second record say?
CH6N5S | ωB97M-V/def2-TZVPD

Each line ends with the Mulliken charge.
Positions of all 13 atoms, in Å:
C (-2.282, 0.404, 0.074)  0.7067
N (-0.181, 0.483, -0.094)  -0.9905
N (-2.426, 1.661, 0.316)  -0.2862
N (1.905, -0.210, -0.549)  -0.6518
N (0.652, -1.556, 0.745)  -0.5536
N (0.627, -0.391, 0.059)  1.3323
S (-2.843, -0.996, -0.232)  -0.1616
H (-1.853, 2.404, 0.074)  0.2503
H (-3.284, 2.029, 0.546)  0.2473
H (1.932, 0.811, -0.816)  0.3173
H (2.657, -0.533, 0.099)  0.3126
H (-0.068, -1.880, 1.273)  0.2109
H (1.204, -2.281, 0.452)  0.2663

Energy in eV: -19408.579
HOMO in eV: -13.40
ΔE to the lowest compared entry with this formula, charge and spin in eV: 1.620
Total charge: +1

***

- Look up the ΔE to the lowest compared entry with this formula, charge and spin of the third one.
  4.259 eV